81
Properties=species:S:1:pos:R:3:forces:R:3:mulliken_charge:R:1 method="wB97M-V/def2-TZVPD" e_homo_ev="-16.13 / -16.13" orbital_gap_ev="3.96 / 4.03" e_above_lowest_kj_mol=255.5 total_charge=+3
Pd -1.23225 -0.32860 0.46439 1.6 1.2 0.4 0.1654
C 1.34455 1.55150 -1.61331 0.0 0.1 0.0 -0.9894
C 1.40035 0.06410 -1.24621 0.4 -0.1 0.3 -0.3967
P 1.76425 -0.10360 0.56379 -1.1 -1.3 -1.0 1.2072
C 3.55345 0.04180 0.80109 -0.5 0.4 0.4 0.7598
C 4.03645 -0.42250 2.03459 -0.2 0.0 -0.1 -0.3993
C 5.39385 -0.48290 2.27079 0.1 0.2 -0.1 -0.7946
C 6.28085 -0.01690 1.30449 -0.1 0.0 -0.1 -0.4977
C 5.80335 0.49850 0.10159 0.1 0.0 0.1 -0.8151
C 4.44485 0.55290 -0.14841 -0.2 -0.1 0.0 -0.5887
C 1.42995 -1.84570 1.01299 0.0 0.6 0.3 1.3757
C 0.46285 -2.15190 1.97629 0.3 0.3 0.1 -1.0473
C 0.30555 -3.46280 2.40679 -0.1 -0.1 -0.1 -0.6507
C 1.08675 -4.46920 1.85589 -0.2 0.0 0.0 -0.7506
C 2.02985 -4.16780 0.88339 0.2 0.0 -0.2 -0.3664
C 2.22715 -2.85770 0.47739 -0.2 -0.1 0.0 -1.3464
C 0.03065 2.22390 -1.21751 0.0 -0.5 0.2 -0.9210
P -0.53385 1.90700 0.50909 0.2 1.1 -0.3 0.7209
C 0.52345 2.76830 1.71309 -0.1 -0.4 0.2 0.9703
C 1.41565 3.77910 1.36279 -0.3 -0.2 -0.2 -0.2036
C 1.99575 4.54640 2.35799 0.1 0.0 0.3 -0.8291
C 1.69225 4.31600 3.69609 0.0 0.0 -0.2 -0.5814
C 0.82785 3.28490 4.04769 0.1 0.1 0.0 -0.8243
C 0.25355 2.50840 3.06169 -0.1 -0.1 -0.4 -0.7240
C -2.06865 2.87870 0.67909 -0.4 -1.1 0.3 1.4593
C -2.17845 4.19000 0.22699 0.2 -0.1 -0.2 -0.5252
C -3.37305 4.87180 0.39179 0.0 -0.1 0.1 -0.7894
C -4.44985 4.26070 1.02329 0.1 0.0 0.0 -0.6254
C -4.34055 2.95780 1.48939 0.1 0.0 0.1 -0.5653
C -3.14845 2.27130 1.32889 0.3 -0.1 0.2 -0.8874
H 1.47015 1.65860 -2.69261 0.1 0.1 0.1 0.5269
H 2.17235 2.07230 -1.12601 0.0 0.1 -0.2 0.1295
H 2.16845 -0.45070 -1.83101 0.0 0.0 0.0 0.7846
H 0.41985 -0.40340 -1.43731 0.3 0.0 0.1 -0.0389
H 3.34255 -0.74940 2.79639 0.0 -0.1 0.1 0.4532
H 5.75925 -0.86140 3.21379 0.0 0.0 0.0 0.4580
H 7.34405 -0.03290 1.49509 0.1 0.0 0.0 0.4476
H 6.49145 0.86970 -0.64411 0.1 0.0 0.0 0.4617
H 4.09875 0.95120 -1.08831 -0.1 0.1 -0.1 0.3104
H -0.10905 -1.34800 2.45859 0.2 -0.2 0.0 0.4010
H -0.40895 -3.70000 3.17999 -0.1 0.0 0.1 0.5310
H 0.96355 -5.48780 2.19229 0.0 -0.1 0.1 0.4632
H 2.64775 -4.94720 0.46189 0.0 -0.1 0.0 0.5207
H 3.01075 -2.62570 -0.23221 0.1 0.1 0.0 0.5696
H -0.78705 1.85200 -1.84991 0.1 0.1 0.1 0.3366
H 0.11095 3.30080 -1.38251 -0.2 0.0 0.2 0.7752
H 1.63635 3.99670 0.32909 0.0 0.0 -0.2 0.3451
H 2.68225 5.33500 2.08699 0.0 0.1 0.0 0.4866
H 2.11525 4.95080 4.46019 0.1 0.0 0.0 0.4495
H 0.59845 3.09570 5.08509 0.0 0.0 0.1 0.4961
H -0.43895 1.71640 3.32339 0.0 0.0 0.1 0.3258
H -1.34055 4.68350 -0.24451 0.0 0.1 -0.1 0.3590
H -3.45995 5.88470 0.02669 0.0 0.1 0.0 0.4640
H -5.36395 4.81140 1.17759 -0.1 0.0 -0.1 0.4642
H -5.17355 2.47910 1.97969 -0.1 0.0 0.1 0.4763
H -3.03085 1.25410 1.73229 -0.2 0.4 -0.1 0.4434
C -4.17365 -1.65410 -0.28761 -0.1 0.3 0.1 -1.2418
C -3.54975 -0.88460 -1.46481 -1.9 -1.0 -0.6 0.5350
C -4.08355 0.56500 -1.45081 0.6 0.1 0.3 -1.1227
O -2.18575 -0.92950 -1.40201 1.6 -1.2 1.1 -0.5469
H -5.25235 -1.53240 -0.24441 0.0 0.1 0.0 0.4959
H -3.72125 -1.28310 0.64789 -0.2 0.0 -0.1 0.2216
H -3.95845 -2.72010 -0.37351 0.0 0.0 -0.1 0.3695
H -3.85635 -1.34920 -2.42251 0.0 0.0 0.3 0.2104
H -3.90915 1.00420 -0.46691 -0.1 0.0 -0.2 0.0583
H -5.15105 0.55220 -1.65281 0.0 -0.1 -0.1 0.5602
H -3.58425 1.16730 -2.20381 0.0 0.0 -0.1 0.3455
C -2.11925 -3.84070 -4.33511 0.1 -0.1 -0.8 -1.1482
N -2.03065 -3.68400 -2.89761 -0.1 -0.1 0.4 -0.1274
C -1.01635 -3.39070 -2.11131 0.3 0.0 -0.6 1.0173
S -1.41475 -3.05940 -0.44841 -0.8 1.7 -0.3 0.0249
N 0.26725 -3.30300 -2.41291 -0.3 0.0 0.3 0.0981
C 0.95005 -3.58820 -3.66091 0.2 -0.1 -0.6 -1.1965
H -3.10785 -3.51190 -4.65431 0.1 0.0 0.1 0.3556
H -2.00055 -4.88510 -4.62751 0.0 0.0 0.0 0.3834
H -1.37745 -3.23410 -4.84161 0.0 0.1 0.0 0.4663
H -2.90125 -3.87460 -2.41821 0.1 0.1 0.2 0.3321
H 0.86025 -3.04680 -1.62961 -0.1 0.1 0.0 -0.2698
H 0.47775 -4.41100 -4.19011 0.0 0.0 0.0 0.4767
H 1.97635 -3.87240 -3.43881 -0.1 0.0 0.1 0.3287
H 0.96475 -2.70270 -4.29901 0.0 -0.1 0.0 0.3943